{"formula": "C38H92BClN2O12P", "method": "ωB97M-V with the def2-TZVPD basis set", "homo_energy_ev": -3.577, "total_charge": -1, "fmax_ev_per_a": 1.4, "elements": ["Cl", "P", "O", "O", "O", "O", "O", "O", "O", "O", "O", "O", "O", "O", "N", "N", "C", "C", "C", "C", "C", "C", "C", "C", "C", "C", "C", "C", "C", "C", "C", "C", "C", "C", "C", "C", "C", "C", "C", "C", "C", "C", "C", "C", "C", "C", "C", "C", "C", "C", "C", "C", "C", "C", "B", "H", "H", "H", "H", "H", "H", "H", "H", "H", "H", "H", "H", "H", "H", "H", "H", "H", "H", "H", "H", "H", "H", "H", "H", "H", "H", "H", "H", "H", "H", "H", "H", "H", "H", "H", "H", "H", "H", "H", "H", "H", "H", "H", "H", "H", "H", "H", "H", "H", "H", "H", "H", "H", "H", "H", "H", "H", "H", "H", "H", "H", "H", "H", "H", "H", "H", "H", "H", "H", "H", "H", "H", "H", "H", "H", "H", "H", "H", "H", "H", "H", "H", "H", "H", "H", "H", "H", "H", "H", "H", "H", "H"], "positions_angstrom": [[-4.24, -0.25, 1.81], [-1.49, -2.87, 4.35], [-2.79, 0.13, -3.05], [3.08, -4.41, 4.35], [2.16, 0.04, 5.49], [3.71, 1.84, -1.85], [3.02, -1.26, -2.42], [1.04, -3.96, 4.55], [-2.37, -1.86, 0.86], [-5.53, 6.49, -7.13], [-1.63, 4.07, 0.11], [-0.75, 3.56, -6.93], [7.06, -4.41, -4.00], [-0.75, -4.62, 2.07], [2.23, -4.20, 5.14], [-1.42, 2.30, 1.52], [0.04, 0.81, 2.85], [-0.77, 4.73, -4.81], [4.76, -1.93, -3.96], [-1.57, 4.31, -6.03], [-6.01, 5.18, -7.44], [9.33, -4.94, -3.34], [-2.38, 1.95, -0.72], [-2.77, 0.12, 6.75], [3.86, -0.27, 7.19], [2.41, 0.09, 6.89], [-2.93, 0.57, -5.43], [-2.17, -4.71, 4.54], [-1.03, 0.24, 3.82], [8.63, -4.97, -5.76], [-3.68, 0.48, -4.10], [-3.00, -1.69, 1.86], [-6.38, 5.09, -8.91], [-0.41, 1.21, 1.46], [-3.07, -2.43, 3.10], [2.04, 1.46, 7.45], [2.00, 3.48, -1.30], [-2.12, -2.69, 7.26], [1.19, -3.03, 0.65], [-3.56, 1.43, 6.55], [-2.20, 5.50, -6.74], [3.96, -2.28, -2.72], [0.03, -3.48, 5.50], [-3.32, -0.99, 5.84], [2.80, 2.27, -0.83], [-1.77, 2.87, 0.30], [-0.64, -1.11, 4.47], [3.55, 2.56, 0.47], [-2.68, -2.40, 5.87], [8.43, -4.32, -4.39], [-4.84, -0.50, -4.17], [4.87, -2.53, -1.53], [-7.18, 4.82, -6.54], [0.52, -2.44, 1.90], [-0.47, -3.39, 2.69], [4.53, 0.45, 6.72], [-0.34, 3.86, -4.31], [-4.13, 1.69, 7.44], [-0.79, 0.36, 0.89], [-2.50, -0.40, -5.70], [-5.55, -0.22, -4.95], [9.11, -6.00, -3.23], [2.67, 2.23, 6.99], [1.32, -2.11, 2.58], [-3.59, 0.89, -6.23], [9.66, -4.87, -6.09], [-4.26, 1.35, 5.71], [0.51, -2.72, 6.12], [2.86, 2.85, 1.26], [-4.47, -1.51, -4.40], [2.72, 0.69, 5.05], [-4.05, 1.47, -3.83], [-2.02, 0.32, 3.38], [5.46, -2.73, -4.22], [1.28, 3.79, -0.55], [-3.98, -2.16, 3.62], [-2.86, 6.05, -6.08], [-0.04, 4.14, -7.22], [-1.42, 6.18, -7.11], [-2.55, 2.50, -1.64], [-2.77, 5.16, -7.61], [0.86, 0.10, 2.76], [8.39, -6.03, -5.71], [-3.40, -0.59, 4.83], [4.26, 3.37, 0.32], [5.33, -1.01, -3.80], [-3.27, -3.44, 2.73], [2.18, 1.50, 8.53], [0.47, 1.59, 0.92], [-1.07, 0.99, 4.62], [-7.54, 3.81, -6.74], [-7.18, 5.80, -9.14], [-2.88, 2.27, 6.35], [-5.17, 4.51, -7.24], [1.47, 3.24, -2.22], [-4.37, -1.11, 6.17], [1.77, -2.24, 0.15], [-6.89, 4.88, -5.49], [-3.51, -3.09, 5.74], [-1.76, 1.07, -0.88], [-0.21, -4.34, 6.14], [1.00, 1.69, 7.22], [-8.01, 5.52, -6.70], [6.83, -5.34, -3.92], [-1.39, 5.27, -4.09], [4.09, -1.26, 6.78], [0.49, 1.72, 3.29], [-2.36, 3.62, -5.72], [-5.36, -0.54, -3.22], [-1.02, 3.06, 2.06], [2.13, 1.43, -0.67], [1.75, -0.66, 7.31], [-2.38, -4.93, 5.60], [10.38, -4.84, -3.61], [-2.86, -2.42, 8.03], [4.10, -1.75, -4.81], [-1.40, -5.43, 4.24], [-1.15, -4.45, 1.21], [-0.63, -0.94, 5.55], [4.28, -2.78, -0.65], [5.58, -3.34, -1.73], [-1.72, 0.32, 6.54], [0.01, -1.53, 1.59], [-6.71, 4.09, -9.18], [-2.88, -0.18, 7.79], [1.83, -3.89, 0.90], [-3.10, -4.95, 4.00], [0.43, -1.24, 4.28], [4.33, 2.55, -2.03], [5.44, -1.62, -1.30], [0.05, 5.39, -5.11], [-1.22, -2.10, 7.49], [9.17, -4.46, -2.37], [-6.24, 7.11, -7.30], [2.68, 4.32, -1.50], [-3.33, 1.59, -0.33], [7.98, -4.51, -6.50], [4.05, -0.28, 8.26], [-2.42, -0.74, -3.23], [3.36, -3.17, -2.92], [-2.11, 1.28, -5.34], [-5.52, 5.35, -9.53], [3.49, -0.45, -2.20], [8.63, -3.25, -4.46], [0.44, -3.36, -0.08], [-1.91, -3.75, 7.41], [4.11, 1.68, 0.79]]}